C3H18O6 | wB97M-V/def2-TZVPD

The geometry in XYZ format:
```
27
Properties=species:S:1:pos:R:3:forces:R:3:lowdin_charge:R:1
C -1.9331 0.0158 9.8837 -0.055 0.445 0.806 -0.128
O -2.2695 -0.8674 10.9868 0.504 0.332 -1.331 -0.130
H -2.8149 0.3054 9.3122 -0.173 -0.050 0.088 0.075
H -1.5036 0.9066 10.3422 -0.086 0.012 -0.102 0.053
H -1.1972 -0.3665 9.1763 0.090 -0.428 0.207 0.078
H -2.3979 -1.7165 10.5576 -0.234 -0.274 0.310 0.069
C -0.4115 -0.2284 14.2037 0.184 -0.557 -0.297 -0.118
O 0.5171 0.0387 13.1715 0.323 -0.410 0.145 -0.139
H -1.1225 -1.0133 13.9459 -0.189 0.118 -0.329 0.053
H 0.1749 -0.6909 14.9976 -0.092 0.519 0.365 0.090
H -0.9713 0.6569 14.5053 0.151 0.022 0.278 0.075
H 0.1749 0.6074 12.4779 -0.264 0.203 0.077 0.034
C -2.2541 2.4754 17.3161 0.146 -0.782 -1.132 -0.167
O -3.0561 3.5051 16.7717 0.023 0.420 0.241 -0.120
H -2.2363 1.6724 16.5792 -0.085 -0.543 0.090 0.058
H -1.2094 2.7846 17.3498 0.040 0.097 0.874 0.078
H -2.6817 2.0632 18.2301 0.240 0.470 0.076 0.085
H -2.4835 3.8923 16.1056 -0.362 0.334 -0.139 0.066
O 3.2167 -0.8436 13.7482 0.526 -0.281 0.288 -0.062
H 3.6403 -0.3684 13.0333 0.063 0.082 -0.121 0.024
H 2.2867 -0.6366 13.6561 -0.556 0.238 -0.243 -0.022
O -0.0415 2.4139 11.7873 -0.133 -0.064 -0.139 -0.028
H 0.5415 2.9710 11.2716 0.232 0.059 -0.182 0.058
H -0.5222 3.0233 12.3476 -0.180 0.112 0.200 0.056
O -3.3064 -2.4705 13.2450 -0.252 -0.115 0.197 -0.051
H -2.5082 -2.0007 13.0034 0.144 0.298 -0.224 -0.020
H -3.1760 -3.3558 12.9051 -0.006 -0.261 0.000 0.032
```
Positions in Å, forces in eV/Å.

For the relative energy (zero: lowest compared OMol25 entry of this formula, charge and spin), the calculation gives 224.0 kJ/mol. The HOMO energy comes out at -10.286 eV. The SMILES is CO.CO.CO.O.O.O. The calculation puts the molar mass at 150.171 g/mol. The calculation puts the strongest force on any atom at 0.0284 hartree/bohr. As for the energy: -576.4593 Ha. Its gap between HOMO and LUMO is 10.264 eV.

---

C9H12N4O2 | wB97M-V/def2-TZVPD

The geometry in XYZ format:
```
27
Properties=species:S:1:pos:R:3:forces:R:3:lowdin_charge:R:1
N -1.9344 2.2303 0.9612 2.674 -0.700 0.986 0.111
C -2.1550 1.0100 0.3310 -1.295 1.012 -0.136 -0.274
C -3.4539 0.5922 -0.0083 -0.991 0.230 -0.102 -0.037
C -3.7236 -0.6986 -0.3581 2.479 0.372 0.320 -0.113
C -2.7247 -1.6393 -0.4212 1.422 -3.433 -0.672 -0.047
C -1.4250 -1.2172 -0.2420 0.733 0.052 1.422 -0.200
C -1.1509 0.1042 0.1073 1.117 0.358 -0.442 -0.090
C 0.3583 0.3073 0.1921 0.618 -1.716 0.964 -0.106
C 0.9311 1.4762 -0.6565 -1.324 -0.129 0.663 -0.490
O 0.2586 2.4464 -0.9070 -0.125 -0.389 0.195 0.106
O 2.1780 1.4888 -1.0273 0.407 1.947 -1.199 0.141
N 0.9013 -1.1110 -0.1180 0.136 1.588 -0.486 -0.038
N -0.2094 -1.9516 -0.1473 -1.142 0.102 -1.743 -0.015
H -2.3433 3.0836 0.6430 -0.285 0.078 -0.441 0.089
H -0.8975 2.3285 1.1451 -2.000 0.413 -0.440 0.106
H -4.3988 1.1480 -0.0431 0.972 0.829 0.519 0.115
H -4.6922 -0.8795 -0.5826 -2.862 -1.101 -0.665 0.069
H -2.7967 -2.7705 -0.6309 -0.599 1.984 0.238 0.134
H 0.7339 0.3449 1.2377 -0.406 1.153 -0.324 0.155
H 2.7590 0.7565 -0.9937 0.580 -2.156 1.087 0.039
H 1.2746 -1.0565 -1.0601 0.005 -0.150 -0.220 0.099
H -0.0613 -2.7973 0.3429 -0.491 -0.476 0.650 0.115
C 4.8879 -0.4691 0.3638 -0.291 1.401 -0.363 -0.083
N 3.6342 -0.5627 0.2866 0.010 0.196 -1.832 0.018
H 5.3267 -1.0744 1.1104 1.595 -0.717 0.299 0.052
H 5.4427 0.3221 -0.2352 -0.593 -0.985 1.037 0.096
H 3.2805 -1.4113 0.7101 -0.342 0.236 0.685 0.048
```
Positions in Å, forces in eV/Å.

For the relative energy (zero: lowest compared OMol25 entry of this formula, charge and spin), the calculation gives 195.6 kJ/mol. The HOMO energy comes out at -7.626 eV. The SMILES is Nc1cccc2c1[C@H](C(=O)O)NN2.C=N. The calculation puts the molar mass at 208.221 g/mol. The calculation puts the strongest force on any atom at 0.0734 hartree/bohr. As for the energy: -719.5662 Ha. Its gap between HOMO and LUMO is 8.273 eV.